Record 1
89
Properties=species:S:1:pos:R:3 method="wB97M-V/def2-TZVPD" charge=0 smiles="CCCCOc1c2c(c(CCCCl)c(CCN(CC)C(C)=O)c1[C@H](F)CC)C(=O)N(CCCOC(C)=O)C2=O.ClCCCl" orbital_gap_ev=9.13
C -1.72 -2.23 -5.80
C -1.78 -2.14 -4.24
C -1.23 -0.78 -3.80
C -0.81 -0.76 -2.33
O 0.61 -0.77 -2.27
C 1.18 -0.93 -1.04
C 1.01 -2.08 -0.34
C 1.61 -2.29 0.88
C 2.44 -1.36 1.42
C 3.12 -1.68 2.74
C 2.39 -1.24 4.04
C 0.89 -1.04 3.89
Cl 0.25 -0.51 5.48
C 2.63 -0.19 0.71
C 3.59 0.84 1.29
C 3.06 1.60 2.52
N 2.54 2.95 2.25
C 3.57 3.86 1.73
C 2.90 5.19 1.28
C 2.13 3.47 3.55
C 0.67 3.80 3.77
O 2.91 3.61 4.47
C 2.01 0.04 -0.49
C 2.20 1.29 -1.31
F 3.55 1.56 -1.56
C 1.51 2.53 -0.78
C -0.02 2.42 -0.93
C 1.20 -3.66 1.39
O 1.74 -4.40 2.18
N 0.01 -3.96 0.64
C -1.21 -3.57 1.39
C -2.24 -2.84 0.54
C -3.56 -2.67 1.30
O -3.75 -1.30 1.67
C -3.13 -0.97 2.84
C -3.56 -1.62 4.14
O -2.24 -0.14 2.85
C 0.23 -3.35 -0.64
O -0.09 -3.82 -1.70
H -0.81 -2.76 -6.06
H -1.64 -1.22 -6.19
H -2.59 -2.73 -6.21
H -2.82 -2.28 -3.95
H -1.17 -2.97 -3.87
H -2.03 -0.07 -3.97
H -0.40 -0.52 -4.46
H -1.26 -1.62 -1.86
H -1.24 0.13 -1.89
H 3.19 -2.76 2.78
H 4.15 -1.33 2.75
H 2.85 -0.36 4.49
H 2.52 -2.04 4.77
H 0.45 -1.99 3.64
H 0.64 -0.30 3.15
H 4.45 0.28 1.63
H 3.95 1.47 0.49
H 3.82 1.58 3.30
H 2.22 1.03 2.91
H 4.08 3.46 0.86
H 4.33 4.12 2.47
H 2.88 5.20 0.20
H 3.49 6.05 1.58
H 1.86 5.25 1.60
H 0.00 3.33 3.05
H 0.43 3.45 4.77
H 0.57 4.88 3.80
H 1.77 1.10 -2.29
H 1.82 3.39 -1.37
H 1.70 2.70 0.28
H -0.32 1.48 -0.49
H -0.47 3.19 -0.31
H -0.33 2.51 -1.97
H -0.90 -2.87 2.17
H -1.64 -4.47 1.81
H -2.45 -3.35 -0.39
H -1.91 -1.83 0.32
H -4.39 -2.91 0.65
H -3.60 -3.34 2.16
H -4.38 -2.32 3.97
H -2.72 -2.19 4.51
H -3.84 -0.86 4.85
Cl -2.32 1.70 -7.06
C -3.97 1.26 -7.58
C -4.94 1.23 -6.42
Cl -4.59 -0.12 -5.31
H -3.92 0.30 -8.08
H -4.29 2.01 -8.30
H -5.95 1.08 -6.79
H -4.91 2.15 -5.85

Record 2
97
Properties=species:S:1:pos:R:3 method="wB97M-V/def2-TZVPD" charge=+1 relative_energy_kj_mol=426.7 orbital_gap_ev="5.36 / 5.37"
Mo 0.41 -0.48 0.49
Cl -4.62 1.15 -6.07
C -4.02 1.27 -4.45
C -3.24 0.24 -3.94
C -2.77 0.33 -2.65
C -3.06 1.44 -1.86
C -3.85 2.46 -2.39
C -4.33 2.37 -3.68
C -2.48 1.51 -0.47
C -1.11 2.10 -0.46
C -0.93 3.48 -0.61
C 0.43 3.71 -0.53
C 1.05 2.46 -0.37
C 2.39 2.30 0.00
C 3.22 3.52 0.14
C 3.50 4.03 1.40
C 4.29 5.16 1.55
C 4.79 5.78 0.41
Cl 5.78 7.19 0.58
C 4.52 5.29 -0.85
C 3.73 4.16 -0.99
C 3.00 1.08 0.23
N 2.43 -0.15 -0.05
C 3.42 -1.07 0.01
C 3.21 -2.40 -0.50
C 4.32 -3.15 -1.14
C 5.62 -3.24 -0.65
C 6.60 -3.95 -1.32
C 6.29 -4.58 -2.52
Cl 7.50 -5.48 -3.35
C 5.02 -4.47 -3.06
C 4.05 -3.75 -2.38
C 1.97 -2.99 -0.51
C 1.79 -4.41 -0.68
C 0.48 -4.69 -0.62
C -0.22 -3.43 -0.41
N 0.70 -2.41 -0.31
C -1.61 -3.44 -0.13
C -2.04 -2.39 0.68
C -2.96 -2.32 1.84
C -2.89 -1.10 2.39
C -2.10 -0.24 1.45
N -1.43 -1.21 0.59
C -2.50 -4.52 -0.61
C -3.78 -4.73 -0.08
C -4.62 -5.71 -0.56
C -4.22 -6.50 -1.63
Cl -5.26 -7.73 -2.24
C -2.99 -6.27 -2.23
C -2.15 -5.29 -1.73
C 4.62 -0.46 0.46
C 4.36 0.88 0.60
N 0.08 1.45 -0.36
H -3.01 -0.62 -4.56
H -2.16 -0.47 -2.24
H -4.09 3.32 -1.78
H -4.95 3.16 -4.10
H -1.72 4.20 -0.73
H 0.94 4.66 -0.56
H 3.09 3.54 2.28
H 4.50 5.57 2.52
H 4.93 5.79 -1.72
H 3.51 3.77 -1.98
H 5.91 -2.78 0.28
H 7.60 -4.03 -0.92
H 4.79 -4.92 -4.02
H 3.09 -3.61 -2.85
H 2.61 -5.12 -0.72
H 0.02 -5.65 -0.59
H -3.48 -3.16 2.26
H -3.35 -0.77 3.30
H -4.16 -4.11 0.72
H -5.60 -5.86 -0.13
H -2.70 -6.84 -3.10
H -1.24 -5.09 -2.27
H 5.54 -0.94 0.72
H 5.04 1.65 0.91
O -2.80 4.68 6.65
C -2.62 5.20 5.36
N -2.78 4.20 4.32
C -1.72 3.65 3.69
O -0.56 3.96 3.91
C -2.03 2.60 2.66
C -3.08 2.72 1.83
C -3.46 1.92 0.67
C -3.00 0.50 0.49
N -0.94 0.50 1.93
C -0.93 1.66 2.46
H -2.01 4.19 6.90
H -1.64 5.65 5.23
H -3.39 5.97 5.23
H -3.67 3.73 4.26
H -3.74 3.56 2.02
H -4.47 2.11 0.32
H -3.74 -0.17 0.06
H 0.04 2.04 2.77
F 1.05 -1.18 2.11

Record 3
12
Properties=species:S:1:pos:R:3 method="wB97M-V/def2-TZVPD" charge=0 relative_energy_kj_mol=696.4 orbital_gap_ev="7.67 / 8.19"
C -0.54 0.76 0.02
C -0.28 -0.69 0.12
N 3.27 1.40 -0.19
N 0.84 -1.09 -0.59
O 1.86 -1.41 0.16
O 3.66 0.35 0.16
H -1.25 1.01 -0.76
H -0.98 0.95 0.97
H 0.41 1.42 0.16
H -1.08 -1.13 -0.29
H -0.08 -1.05 1.08
H 2.75 -1.17 -0.19